11
Properties=species:S:1:pos:R:3:nbo_charge:R:1 method="wB97M-V/def2-TZVPD" smiles="[H]/N=N/[H].C1CO1" e_homo_ev=-9.3820 lumo_energy_ev=0.7 largest_force_ev_per_a=4.36 de_lowest_kcal_mol=109.2 multiplicity=1
O 0.70186 -1.60216 -0.03864 -0.485
N 0.25704 2.62843 0.50306 -0.311
N 0.88034 2.14709 1.46406 -0.302
C -0.69358 -1.74706 -0.17586 -0.113
C 0.05688 -0.85122 -1.09168 -0.117
H -1.17768 -2.78044 -0.43916 0.172
H 0.67610 2.33726 -0.38027 0.305
H 0.49320 2.39517 2.37458 0.310
H -1.25079 -1.45237 0.71613 0.177
H -0.06050 0.09671 -0.81172 0.173
H 0.11714 -1.17141 -2.12051 0.193